Record 1
DFT (ωB97M-V/def2-TZVPD) results for a gas-phase ion, C4H2N8 (charge -2) at a distorted geometry.

Geometry as XYZ:
```
14
Properties=species:S:1:pos:R:3:mulliken_charge:R:1
N 2.037 0.701 1.230 -0.41
N -3.431 -0.101 0.191 -0.51
N -2.424 0.390 -0.468 -0.24
N -3.033 -0.835 1.162 -0.50
N -1.713 -0.893 1.186 -0.37
N 2.019 -1.160 -0.013 -0.31
N 3.183 -1.018 0.548 -0.47
N 3.237 0.068 1.291 -0.42
C 1.370 -0.039 0.360 0.18
C -1.352 -0.136 0.204 0.15
C 0.065 0.748 -1.451 -0.71
C 0.002 0.233 -0.229 0.93
H -0.941 1.081 -1.890 0.42
H 0.982 0.962 -2.120 0.29
```

## Properties
Charge   -2
E_HOMO   -1.3 eV
Energy above the lowest of the compared OMol25 structures with the same formula, charge and spin   0.000 eV
Frontier orbital gap   8.2 eV

=====

Record 2
DFT (ωB97M-V/def2-TZVPD) results for a single C5H13NO molecule at a distorted geometry.

Geometry as XYZ:
```
20
Properties=species:S:1:pos:R:3:mulliken_charge:R:1
O 1.413 -1.519 0.681 -0.50
N 1.831 0.042 -1.206 -0.74
C -1.031 -0.815 -0.912 -1.62
C -0.257 0.164 -0.043 1.32
C 1.102 -0.222 0.366 -0.23
C -0.959 0.062 1.605 -1.32
C -0.435 1.614 -0.476 -1.67
H 1.841 -0.883 -1.634 0.23
H 0.648 -2.030 0.977 0.36
H -0.699 -0.735 -1.949 0.42
H 2.809 0.199 -0.955 0.25
H -0.900 -1.853 -0.592 0.32
H -0.120 1.740 -1.515 0.41
H 0.167 2.290 0.138 0.35
H -2.009 0.316 1.450 0.41
H -2.101 -0.591 -0.869 0.41
H -1.485 1.911 -0.405 0.42
H -0.527 0.791 2.294 0.37
H -0.892 -0.950 2.004 0.37
H 1.603 0.468 1.042 0.45
```

## Properties
Charge   0
E_HOMO   -9.1 eV
Energy above the lowest of the compared OMol25 structures with the same formula, charge and spin   2.105 eV
Frontier orbital gap   9.9 eV
SMILES string   CC(C)(C)[C@H](N)O

=====

Record 3
DFT (ωB97M-V/def2-TZVPD) results for 13 unconnected molecules or ions with the total composition H26O13 at a distorted geometry.

Geometry as XYZ:
```
39
Properties=species:S:1:pos:R:3:mulliken_charge:R:1
O 0.276 0.507 -0.715 -0.72
O -2.150 -1.207 1.941 -0.57
O 1.666 -3.109 -0.024 -0.63
O -1.250 -3.007 0.696 -0.54
O 3.229 -3.213 1.758 -0.66
O -1.102 2.030 0.163 -0.85
O -0.335 4.650 0.166 -0.63
O 1.879 0.677 -2.622 -0.62
O 0.836 2.289 -4.944 -0.64
O -3.671 3.302 -1.008 -0.64
O -2.308 -2.360 -2.958 -0.63
O 0.482 -2.363 3.253 -0.59
O 0.977 3.034 3.109 -0.63
H 0.316 -0.445 -0.571 0.36
H 4.173 -3.240 1.565 0.32
H -1.937 -1.673 2.758 0.30
H -1.518 -1.856 -3.184 0.31
H -1.369 -3.716 1.338 0.26
H -1.660 1.328 0.518 0.33
H 1.087 0.246 -2.280 0.31
H 2.591 0.327 -2.074 0.28
H 3.086 -2.326 2.107 0.34
H -3.128 3.997 -1.395 0.32
H 1.747 2.602 -4.976 0.30
H 1.131 -3.599 0.610 0.26
H 0.819 1.694 -4.185 0.37
H -2.126 -2.891 0.311 0.28
H 0.019 -3.205 3.173 0.32
H 0.789 -2.179 2.358 0.25
H 2.573 -3.281 0.252 0.40
H -2.024 -2.928 -2.233 0.31
H -1.366 -0.676 1.763 0.27
H -0.948 3.961 -0.118 0.36
H 0.154 0.873 0.169 0.40
H 0.795 3.979 3.168 0.32
H -1.016 1.811 -0.772 0.42
H 1.906 2.990 2.856 0.32
H 0.440 4.164 0.469 0.30
H -3.061 2.813 -0.444 0.35
```

## Properties
Charge   0
E_HOMO   -10.8 eV
Energy above the lowest of the compared OMol25 structures with the same formula, charge and spin   4.426 eV
Frontier orbital gap   10.2 eV

=====

Record 4
DFT (ωB97M-V/def2-TZVPD) results for 13 unconnected molecules or ions with the total composition C41H70BFN12O6P3 at a distorted geometry.

Geometry as XYZ:
```
134
Properties=species:S:1:pos:R:3:mulliken_charge:R:1
P -3.506 -3.171 1.196 0.94
P -1.863 -1.840 1.786 -0.26
P -0.752 -1.172 -0.111 2.68
F 1.543 -2.462 2.306 -0.43
O -3.010 -4.465 0.270 -0.48
O -2.199 -1.772 -0.942 -0.89
O -4.028 -3.859 2.658 -0.43
O -0.141 -2.894 -3.319 -0.33
O -4.692 -2.434 0.656 -0.74
O -1.566 -1.131 -4.024 -0.59
N -6.211 2.268 4.474 -0.38
N 6.483 2.607 -1.432 -0.48
N 7.272 1.051 -5.060 -0.45
N -0.722 7.992 1.587 -0.39
N -2.646 5.834 -4.021 -0.44
N 4.604 5.859 -1.876 -0.39
N -6.116 -0.923 7.316 -0.47
N -2.470 -6.467 4.137 -0.44
N 0.399 -4.567 -6.029 -0.58
N -4.287 4.262 8.960 -0.38
N 1.587 3.842 0.346 -0.46
N 3.126 -6.570 -3.017 -0.41
C 1.180 -1.101 2.228 -0.27
C -1.159 1.829 -0.300 -0.31
C -1.935 3.880 -5.627 -0.63
C 3.896 7.159 0.294 -0.82
C 3.596 2.661 -0.878 -0.31
C 2.479 -0.286 2.711 -1.20
C 6.870 4.342 -3.361 -0.82
C -3.206 7.139 1.493 -0.58
C 8.856 -0.508 -3.659 -0.71
C -3.212 1.753 -2.023 -1.07
C -5.568 2.056 8.324 -0.39
C 0.773 -0.483 0.859 0.40
C 2.886 -1.957 -2.508 0.19
C 2.583 -2.423 -1.154 0.64
C -1.941 2.495 -1.499 0.88
C 6.652 3.360 -2.280 0.50
C -1.621 0.484 0.299 -2.46
C 5.206 -7.554 -4.285 -0.85
C -4.845 3.299 8.682 0.20
C 0.385 -5.440 -5.280 0.59
C -7.207 1.844 4.850 0.29
C -3.130 -5.255 6.381 -0.70
C 4.795 -1.263 -0.504 -1.17
C 2.465 3.328 -0.187 0.21
C 1.418 -3.302 -0.683 -1.16
C -0.027 -2.930 -0.273 -1.93
C -2.759 -5.932 5.118 0.42
C -2.234 4.024 -1.151 -1.00
C 7.966 0.371 -4.450 0.40
C -5.885 -2.076 4.960 -0.52
C -8.502 1.299 5.336 -0.76
C 4.033 -7.001 -3.571 0.45
C -0.108 -0.634 -1.833 0.20
C 3.625 -2.052 -0.175 -0.26
C 0.362 -6.566 -4.322 -0.62
C -1.806 7.618 1.546 0.33
C 5.027 -0.782 -1.856 -0.29
C 4.050 -1.159 -2.859 -1.02
C -2.336 4.984 -4.726 0.35
C -6.017 -1.422 6.283 0.30
C 4.295 6.429 -0.930 0.30
B -0.572 -1.576 -3.063 0.68
H 4.636 7.924 0.525 0.32
H -2.778 -1.073 -1.273 0.21
H 1.885 -3.922 0.142 0.49
H -2.806 3.506 -6.164 0.26
H 0.638 0.594 1.173 0.44
H 5.886 -0.160 -2.181 0.66
H -3.687 7.293 2.458 0.29
H 8.297 -0.959 -2.839 0.24
H 3.537 -2.389 0.879 0.65
H -2.399 -4.481 6.613 0.27
H -0.079 1.747 -0.616 -0.54
H -6.177 1.729 9.166 0.31
H -3.742 2.456 -2.730 0.48
H 9.681 0.074 -3.250 0.27
H 6.871 3.839 -4.329 0.28
H 0.474 -0.893 3.082 0.60
H 2.541 -0.368 3.832 0.42
H -6.215 2.231 7.466 -0.02
H 2.927 7.632 0.142 0.27
H -4.850 -2.373 4.792 0.05
H 0.987 -0.405 -1.845 -0.48
H -8.889 1.926 6.139 0.30
H 1.359 -4.092 -1.496 -0.12
H -3.227 6.076 1.251 0.12
H -3.351 -4.472 3.001 0.15
H -1.089 -2.662 2.643 -0.01
H -2.397 -1.100 -3.519 0.25
H -2.995 0.792 -2.546 -0.23
H -0.746 -3.518 -0.913 0.92
H 5.037 -8.605 -4.516 0.28
H -1.505 0.597 1.420 0.59
H -4.114 -4.798 6.279 0.17
H 3.350 1.616 -1.073 -0.09
H 3.799 3.162 -1.822 0.29
H 2.197 -2.219 -3.333 0.30
H -1.499 3.068 -5.045 0.12
H -2.250 4.553 -2.139 -0.16
H -0.234 -3.449 0.705 0.66
H -3.757 7.687 0.729 0.26
H 4.485 2.706 -0.254 0.36
H -3.719 -4.590 -0.392 0.28
H 5.571 -0.991 0.253 0.27
H 3.415 -0.653 2.238 0.21
H -2.753 0.421 0.267 0.76
H 0.139 -3.047 -4.236 0.13
H -0.352 -7.320 -4.654 0.35
H 5.365 -7.006 -5.214 0.27
H 9.256 -1.297 -4.294 0.31
H 3.825 6.464 1.130 0.26
H 1.348 -7.014 -4.257 0.13
H 2.300 0.806 2.512 0.27
H -0.557 0.333 -2.218 -0.25
H -1.199 4.239 -6.346 0.32
H 4.167 -0.834 -3.920 0.39
H -9.224 1.281 4.520 0.34
H 7.829 4.841 -3.219 0.31
H 6.076 5.083 -3.345 0.30
H -6.188 -1.386 4.173 0.34
H 6.094 -7.464 -3.662 0.30
H 0.069 -6.206 -3.336 0.18
H -6.519 -2.962 4.921 0.30
H -3.176 4.134 -0.563 0.32
H -3.155 -5.979 7.195 0.33
H -1.225 2.555 -2.374 0.02
H 1.701 -0.386 0.231 -0.62
H -1.336 4.438 -0.614 0.45
H -4.855 1.272 8.076 0.25
H -8.364 0.286 5.715 0.24
H -3.935 1.621 -1.169 0.35
H -1.126 2.615 0.508 0.63
```

## Properties
Charge   -1
E_HOMO   -4.2 eV
Frontier orbital gap   6.0 eV

=====

Record 5
DFT (ωB97M-V/def2-TZVPD) results for a single CH3F2N2P molecule at a distorted geometry.

Geometry as XYZ:
```
9
Properties=species:S:1:pos:R:3:mulliken_charge:R:1
P 0.473 -0.725 -1.076 0.89
F -0.524 -1.731 -1.843 -0.28
F 0.885 0.205 -2.348 -0.27
N 1.527 -1.406 -0.075 -0.66
N -1.475 0.992 -0.593 -0.49
C -0.468 0.442 -0.118 -0.07
H 0.009 0.807 0.790 0.38
H 2.353 -1.770 -0.489 0.23
H -1.820 1.834 -0.095 0.27
```

## Properties
Charge   0
E_HOMO   -10.3 eV
Energy above the lowest of the compared OMol25 structures with the same formula, charge and spin   0.019 eV
Frontier orbital gap   10.3 eV
SMILES string   [H]/N=C/P(=N)(F)F

=====

Record 6
DFT (ωB97M-V/def2-TZVPD) results for 2 unconnected molecules or ions with the total composition C5H11NO at a distorted geometry.

Geometry as XYZ:
```
18
Properties=species:S:1:pos:R:3:mulliken_charge:R:1
O -2.932 1.137 -0.530 -0.66
N -0.466 2.653 -0.503 -0.52
C 1.160 -2.028 0.284 -0.20
C 0.617 -2.719 1.276 -0.67
C 1.598 -0.594 0.088 -0.46
C 0.548 1.692 -0.344 -0.04
C 0.487 0.512 0.325 -0.21
H -0.398 3.277 -1.296 0.25
H 0.373 -3.813 1.036 0.21
H -1.472 2.464 -0.466 0.24
H 2.406 -0.516 0.779 0.29
H -2.889 0.416 0.161 0.33
H -3.344 0.697 -1.288 0.32
H 1.897 -0.397 -0.964 0.32
H -0.513 0.252 0.816 0.03
H 1.453 1.937 -0.923 0.28
H 0.109 -2.347 2.189 0.29
H 1.367 -2.621 -0.640 0.21
```

## Properties
Charge   0
E_HOMO   -7.7 eV
Energy above the lowest of the compared OMol25 structures with the same formula, charge and spin   2.870 eV
Frontier orbital gap   8.4 eV
SMILES string   C=CC/C=C/N.O

=====

Record 7
DFT (ωB97M-V/def2-TZVPD) results for a single C4H7NO molecule at a distorted geometry.

Geometry as XYZ:
```
13
Properties=species:S:1:pos:R:3:mulliken_charge:R:1
O -0.848 2.118 -0.812 -0.59
N -1.296 0.077 0.359 -0.35
C 0.496 -0.040 -0.666 -0.11
C -0.625 0.984 -0.489 0.42
C 1.271 0.291 0.620 -1.04
C -0.566 -1.064 -0.221 -0.41
H 1.901 1.183 0.464 0.28
H -2.244 0.096 0.695 0.21
H 1.925 -0.526 0.942 0.32
H 0.327 0.383 1.304 0.29
H -1.148 -1.493 -1.035 0.29
H -0.207 -1.843 0.462 0.27
H 1.013 -0.166 -1.624 0.43
```

## Properties
Charge   0
E_HOMO   -9.6 eV
Energy above the lowest of the compared OMol25 structures with the same formula, charge and spin   1.821 eV
Frontier orbital gap   10.6 eV
SMILES string   C[C@H]1CNC1=O

=====

Record 8
DFT (ωB97M-V/def2-TZVPD) results for 2 unconnected molecules or ions with the total composition C3H5N3O2S at a distorted geometry.

Geometry as XYZ:
```
14
Properties=species:S:1:pos:R:3:mulliken_charge:R:1
S -2.885 -0.547 0.305 0.77
O -1.853 -0.910 -0.679 -0.52
O -4.228 -1.037 0.228 -0.44
N 1.322 -1.719 0.807 -0.39
N -2.996 1.201 0.008 -0.46
N -0.108 1.675 0.415 -0.56
C 2.312 -1.091 0.077 -0.13
C 0.925 -0.640 -0.015 0.37
C 0.376 0.642 0.401 -0.01
H -2.173 1.607 -0.291 0.33
H 0.092 -0.902 -0.783 0.27
H -3.316 1.838 0.752 0.28
H 3.064 -0.582 0.647 0.28
H 2.669 -1.613 -0.814 0.21
```

## Properties
Charge   0
E_HOMO (alpha / beta)   -10.1 / -10.6 eV
Energy above the lowest of the compared OMol25 structures with the same formula, charge and spin   4.235 eV
Frontier orbital gap (alpha / beta)   8.9 / 8.0 eV

=====

Record 9
DFT (ωB97M-V/def2-TZVPD) results for a single C4H6N2 molecule.

Geometry as XYZ:
```
12
Properties=species:S:1:pos:R:3:mulliken_charge:R:1
N 0.512 -0.998 -0.092 -0.59
N 2.345 0.453 0.015 -0.55
C 1.880 -0.717 -0.183 -0.15
C -1.961 -0.085 0.026 -0.92
C -0.751 1.202 -0.087 -0.20
C -0.157 0.061 -0.010 0.67
H -2.145 -0.607 -0.914 0.27
H 3.357 0.460 -0.087 0.23
H -2.717 0.675 0.176 0.31
H -1.980 -0.781 0.875 0.31
H -0.859 1.939 0.699 0.22
H 2.476 -1.602 -0.418 0.40
```

## Properties
Charge   0
E_HOMO   -8.7 eV
Energy above the lowest of the compared OMol25 structures with the same formula, charge and spin   4.431 eV
Frontier orbital gap   9.7 eV

=====

Record 10
DFT (ωB97M-V/def2-TZVPD) results for 2 unconnected molecules or ions with the total composition C4H13N2O2 at a distorted geometry.

Geometry as XYZ:
```
21
Properties=species:S:1:pos:R:3:mulliken_charge:R:1
O -1.905 0.280 -0.724 -0.58
O -1.793 1.878 2.252 -0.66
N -0.939 -0.376 -2.644 -0.39
N 0.413 0.503 0.515 -0.12
C 1.866 -1.556 0.579 -1.02
C 0.411 0.757 -0.923 -0.61
C -0.926 0.226 -1.445 0.65
C 0.520 -0.981 0.925 -0.52
H 2.596 -1.435 1.381 0.34
H -0.301 -1.457 0.441 0.37
H -0.463 0.840 0.946 0.24
H 2.284 -1.077 -0.310 0.30
H 1.205 0.884 1.026 0.37
H 1.854 -2.608 0.299 0.34
H -2.578 1.461 2.631 0.33
H 0.444 1.828 -1.131 0.41
H -2.130 2.730 1.938 0.32
H 1.232 0.333 -1.474 0.30
H 0.200 -0.990 1.966 0.48
H -1.801 -0.805 -2.941 0.26
H -0.187 -0.437 -3.307 0.19
```

## Properties
Charge   +1
E_HOMO   -14.4 eV
Energy above the lowest of the compared OMol25 structures with the same formula, charge and spin   1.065 eV
Frontier orbital gap   11.5 eV

=====

Record 11
DFT (ωB97M-V/def2-TZVPD) results for a molecular structure, C5H8BrF at a distorted geometry.

Geometry as XYZ:
```
15
Properties=species:S:1:pos:R:3:mulliken_charge:R:1
Br -0.415 1.982 0.464 -0.12
F -2.022 1.226 -1.553 -0.21
C 0.199 -2.005 0.876 -0.75
C -0.291 -0.004 2.196 -1.10
C -0.679 -1.192 1.650 0.19
C 0.249 0.840 -2.039 -0.85
C -0.808 0.930 -1.087 0.38
H -0.859 0.578 2.838 0.44
H 1.271 -1.551 0.530 0.14
H -0.035 -2.893 0.276 0.31
H 1.161 0.561 -1.505 0.30
H -0.059 0.015 -2.783 0.27
H -1.591 -1.613 1.819 0.40
H 0.783 0.275 2.044 0.33
H 0.407 1.753 -2.712 0.29
```

## Properties
Charge   0
E_HOMO (alpha / beta)   -8.4 / -7.3 eV
Energy above the lowest of the compared OMol25 structures with the same formula, charge and spin   3.566 eV
Frontier orbital gap (alpha / beta)   8.4 / 7.1 eV

=====

Record 12
DFT (ωB97M-V/def2-TZVPD) results for a single C2H3N3O3 molecule at a distorted geometry.

Geometry as XYZ:
```
11
Properties=species:S:1:pos:R:3:mulliken_charge:R:1
O 1.933 -0.105 -0.056 -0.46
O -1.259 -1.370 -0.148 -0.20
O -2.707 0.184 -0.119 -0.54
N 0.517 -0.312 -0.336 0.13
N -0.212 2.057 0.008 -0.59
N 0.133 -1.490 0.192 -0.12
C -0.298 0.785 0.078 0.19
C -1.523 -0.068 -0.031 0.60
H 0.322 -1.154 1.127 0.28
H 2.280 -0.906 -0.751 0.42
H 0.814 2.379 0.035 0.29
```

## Properties
Charge   0
E_HOMO   -10.1 eV
Energy above the lowest of the compared OMol25 structures with the same formula, charge and spin   4.888 eV
Frontier orbital gap   9.4 eV
SMILES string   [H]/N=c1/c(=O)o[nH]n1O